No. 1
Formula: C6H11P
Source: OMol25
Level of theory: ωB97M-V with the def2-TZVPD basis set

Computed properties:
Energy above the lowest of the compared OMol25 structures with the same formula, charge and spin (kcal per mole): 77.97
Gap between HOMO and LUMO (eV): 9.8
Structure (SMILES): C=CPCC.C#C

Cartesian coordinates (Å):
C1 0.91076 -2.92359 0.31728
C2 0.39873 -2.37751 -0.78614
P1 0.20736 -0.55070 -1.02101
C3 0.93739 0.10679 0.56037
C4 1.21108 1.65190 0.29696
H1 1.53905 -2.32993 0.98653
H2 1.02686 -4.01400 0.29660
H3 -0.34299 -2.83509 -1.39983
H4 1.28949 -0.34839 -1.76250
H5 0.23594 -0.03370 1.33771
H6 1.85554 -0.36289 0.65814
H7 1.53030 2.13996 1.33119
H8 2.11461 1.83278 -0.23930
H9 0.34339 1.95010 -0.19529
C5 -3.08366 2.32109 0.39195
C6 -3.68592 1.75950 -0.50851
H10 -2.50111 3.06835 0.85256
H11 -3.98681 0.94532 -1.11672

Atomic forces in eV per Å
1.13 -0.59 -1.41
-0.83 1.80 1.26
-1.76 -0.52 1.64
-0.20 2.28 -2.55
1.56 -1.58 3.96
-0.34 -0.42 -0.03
-0.44 0.30 0.75
0.21 -1.21 -0.68
1.86 0.34 -1.36
-0.47 -0.25 1.00
1.63 -1.05 0.94
-1.51 -0.59 -1.99
0.39 -0.21 -1.07
-1.25 1.70 -0.50
-1.07 -0.33 -2.28
1.40 0.05 1.96
0.16 0.19 0.69
-0.45 0.08 -0.36

No. 2
Formula: C4H8O3
Source: OMol25
Level of theory: ωB97M-V with the def2-TZVPD basis set

Computed properties:
Energy above the lowest of the compared OMol25 structures with the same formula, charge and spin (kcal per mole): 115.51
Gap between HOMO and LUMO (eV): 9.5
Structure (SMILES): C=C(OC)OOC

Cartesian coordinates (Å):
C1 1.03162 -0.07616 1.42888
C2 -0.13922 -0.24060 0.82297
O1 -0.82769 -1.39651 0.86245
C3 -1.61296 -1.73907 -0.27318
O2 -0.85606 0.71407 0.13634
O3 -0.03924 1.85709 -0.06657
C4 0.08453 2.01810 -1.46557
H1 1.47754 -0.92442 1.93072
H2 1.51077 0.89003 1.45247
H3 -2.57231 -1.21543 -0.25529
H4 -1.09097 -1.51935 -1.20998
H5 -1.78620 -2.81331 -0.20673
H6 -0.84471 2.38687 -1.91378
H7 0.37019 1.07312 -1.93539
H8 0.88134 2.75562 -1.59513

Atomic forces in eV per Å
-0.06 0.03 -0.07
0.21 0.01 0.06
0.03 0.08 0.14
-0.20 -0.11 -0.23
0.00 -0.16 0.02
0.03 0.16 0.14
0.00 -0.02 -0.24
-0.06 0.08 -0.11
-0.06 -0.12 0.02
0.11 -0.03 -0.06
-0.03 0.00 0.13
0.02 0.12 0.03
0.08 -0.05 0.09
0.07 0.09 0.03
-0.14 -0.09 0.02

No. 3
Formula: C6H10N2O
Source: OMol25
Level of theory: ωB97M-V with the def2-TZVPD basis set

Computed properties:
Energy above the lowest of the compared OMol25 structures with the same formula, charge and spin (kcal per mole): 87.26
Gap between HOMO and LUMO (spin up / spin down) (eV): 7.6 / 7.6

Cartesian coordinates (Å):
C1 0.69466 0.94768 1.48738
C2 -2.00530 0.08245 -0.60381
C3 -0.04131 2.53708 -0.28974
C4 0.07292 -2.17583 1.66836
C5 -0.43758 1.47292 0.85866
C6 -0.81921 -0.54987 -0.14482
N1 1.55532 0.48603 2.09693
N2 -0.97234 -1.57403 0.81661
O1 -3.04885 0.17244 0.00010
H1 -1.93920 0.42683 -1.67515
H2 -0.60798 2.48599 -1.26731
H3 1.02730 2.47089 -0.53354
H4 -0.13802 3.50697 0.16178
H5 0.26504 -1.59826 2.61297
H6 -0.19180 -3.19976 1.89067
H7 1.07688 -1.90872 1.19138
H8 -1.42231 1.45080 1.47723
H9 0.07517 -0.66190 -0.75847
H10 -1.93975 -1.52918 1.27046

Atomic forces in eV per Å
-0.10 0.16 1.07
-0.99 0.54 -2.04
-0.70 -0.97 0.59
1.43 2.55 -0.26
-1.37 -0.88 -2.73
1.69 -1.48 3.62
0.65 -0.14 -0.05
-1.97 1.43 0.11
-0.27 -0.22 0.38
0.02 0.21 0.67
0.35 -0.04 1.40
-0.29 -0.44 0.16
-0.33 0.69 -0.06
-0.87 -0.63 -0.54
0.41 -0.26 -0.26
-1.21 -1.35 0.21
1.95 0.50 -1.35
-0.28 0.37 0.01
1.89 -0.05 -0.94

No. 4
Formula: C23H19AsBr2LuN3OS2
Source: OMol25
Level of theory: ωB97M-V with the def2-TZVPD basis set

Computed properties:
Gap between HOMO and LUMO (eV): 7.5

Cartesian coordinates (Å):
Lu1 -0.29223 0.66998 0.40919
S1 2.34442 0.10024 0.39356
C1 2.23998 1.56462 1.43822
C2 3.25166 2.55018 1.26440
N1 4.04228 3.35377 1.12722
C3 1.24304 1.81523 2.34836
S2 -0.03646 0.73309 2.92311
C4 1.12298 3.12788 2.82787
N2 0.91281 4.22662 3.06661
C5 1.40560 3.94448 -0.73500
C6 -0.05696 4.08075 -0.49885
C7 -0.59268 5.36658 -0.42009
C8 -1.94025 5.45856 -0.44718
C9 -2.77749 4.33140 -0.51263
C10 -4.15667 4.42388 -0.81122
Br1 -5.00807 6.09492 -0.84253
C11 -4.88203 3.27075 -1.02198
C12 -4.25747 2.00209 -0.83064
Br2 -5.27526 0.50054 -1.03211
C13 -2.89910 1.90299 -0.64387
O1 -2.25164 0.78230 -0.55954
C14 -2.13123 3.10103 -0.50559
N3 -0.77170 3.02555 -0.41014
H1 1.58975 4.34203 -1.72343
H2 1.72623 2.89817 -0.74948
H3 1.99503 4.45910 0.06978
H4 0.02953 6.22550 -0.43559
H5 -2.46151 6.38538 -0.50397
H6 -5.94432 3.32677 -1.18825
C15 -2.10489 -3.16210 -0.53240
As1 -0.50652 -2.26958 0.09008
C16 -0.17884 -3.17874 1.78317
C17 0.87602 -2.94306 -1.12814
C18 1.83811 -4.00581 -0.66720
C19 3.21260 -3.78480 -0.73027
C20 4.10133 -4.82785 -0.47842
C21 3.66683 -6.06365 -0.05532
C22 2.27148 -6.26256 0.11475
C23 1.36453 -5.25228 -0.23544
H7 -2.00664 -4.21255 -0.19874
H8 -2.23987 -3.11184 -1.66895
H9 -3.02671 -2.73746 -0.09776
H10 -0.14466 -4.25894 1.63956
H11 -1.05050 -2.90880 2.37178
H12 0.69822 -2.78433 2.37019
H13 1.47594 -2.07031 -1.36129
H14 0.33125 -3.29437 -1.97463
H15 3.62879 -2.81347 -1.07823
H16 5.12434 -4.64378 -0.65878
H17 4.30595 -6.88171 0.24272
H18 1.88838 -7.18194 0.44076
H19 0.30659 -5.41449 -0.18368

Atomic forces in eV per Å
-0.15 0.47 -0.69
-0.62 1.00 0.53
-0.47 -1.53 -0.35
-0.97 -0.97 0.11
1.38 1.18 -0.19
0.08 -1.16 -0.28
-0.01 0.01 -0.27
-0.07 0.60 0.08
-0.04 0.85 0.39
0.55 -0.14 1.12
2.03 1.16 0.43
-0.93 -0.22 -0.33
-0.49 0.41 0.12
0.33 0.43 -0.77
-0.36 -1.19 0.13
-0.29 0.24 -0.12
0.75 0.23 0.98
0.16 1.93 -0.66
-0.68 -1.23 -0.09
0.59 0.21 0.44
1.11 -1.39 0.55
-1.07 0.29 0.23
-1.10 -3.02 -0.08
0.42 0.36 -0.15
-0.16 0.14 -0.07
-0.47 -0.19 -1.05
0.48 0.54 0.01
0.09 0.82 0.16
-0.12 -0.07 -0.17
-0.74 -0.60 -1.01
0.45 0.55 0.34
0.33 0.54 0.56
0.71 0.09 0.83
-0.24 -0.09 0.27
0.08 0.23 -0.53
-0.54 0.19 0.02
-1.88 -0.29 0.68
0.66 1.78 -1.00
1.43 -0.11 0.04
-0.26 0.37 -0.40
0.45 -0.07 1.62
0.56 -0.07 -0.05
0.13 0.17 0.17
-0.22 -0.17 0.21
-0.69 -0.44 -1.01
-0.12 0.18 -0.45
-0.29 -0.08 -0.88
-0.50 -0.75 0.33
1.09 0.10 0.04
0.35 0.12 -0.27
-0.32 -1.22 0.47
-0.40 -0.22 0.02